Molecular formula: C8H12N4O
Method: DFT, wB97M-V/def2-TZVPD

Structure (XYZ):
```
25
Properties=species:S:1:pos:R:3:forces:R:3
H 2.8138 -1.2954 1.2709 -2.14 -0.12 4.22
N -1.1511 -2.3187 0.6855 1.17 3.51 -0.38
H -0.8854 0.4883 1.9237 2.92 -2.26 -1.64
H 2.2151 1.9678 -2.1907 -1.62 0.11 -0.02
C -0.1686 -1.4718 0.9470 -2.20 -1.86 1.94
O -1.6795 -1.1567 -1.3685 -2.33 -4.88 1.22
H 2.2256 -1.7585 3.0318 0.15 -0.09 -0.95
C -1.2789 1.3336 -0.2825 1.94 1.58 -3.29
C 0.0178 0.7368 -0.0307 -1.21 2.11 2.34
H -2.3862 1.0022 0.1480 3.54 0.96 -0.84
N 1.9940 -1.2728 2.1485 2.23 -2.89 -4.82
H 0.2962 2.7827 -3.1496 -1.14 1.12 -1.32
H -1.5168 -0.3201 -1.0834 0.97 4.00 0.13
H -2.7301 -2.4220 -0.0588 -0.72 1.92 -0.95
C 0.0391 -0.0667 1.1953 -1.24 3.33 2.34
C -1.1898 2.2583 -1.4698 -2.14 -2.53 1.24
N -2.2326 -1.5033 0.0708 1.16 -3.45 -1.30
H -2.2834 2.5206 -1.6564 1.98 0.63 -0.84
H 2.1115 0.5063 0.0128 0.08 1.21 -1.01
C 1.2077 1.7968 -1.6920 2.19 0.54 -0.61
N 0.9389 -2.0374 1.3669 4.51 -4.46 1.84
C 1.3370 1.1102 -0.5022 -4.52 -1.29 -0.67
H 1.0402 -3.1185 1.2699 -0.14 2.79 0.50
H 1.2792 -0.0961 1.6677 -4.57 1.25 -0.58
C -0.0135 2.3344 -2.2544 1.12 -1.22 3.45
```
Forces are in eV/Å.

Properties
Electronic energy (Ha): -605.9264
SMILES: NN/C(Cc1ccccc1)=N/NO
Energy relative to the best compared isomer or geometry (same formula, charge and spin) (kJ/mol): 937.38
Kohn-Sham gap (eV): 8.6
Net charge: 0

Atom charges from the Mulliken analysis, given in e for atoms 1 to 5: 0.353 -0.759 0.188 0.264 0.372

---

Molecular formula: C8H12N4O2
Method: DFT, wB97M-V/def2-TZVPD

Structure (XYZ):
```
26
Properties=species:S:1:pos:R:3:forces:R:3
H 2.0280 0.1679 -3.0413 -0.08 -0.05 -0.03
O 0.8835 -0.9295 1.2365 0.19 -0.83 0.40
C 1.0968 -0.3950 -2.9812 0.07 0.25 -0.08
H 0.2662 0.3112 -3.0678 0.00 -0.10 0.05
H 1.0436 -1.1034 -3.8089 0.01 -0.06 0.05
C 0.2008 1.3439 1.5525 -0.49 0.03 0.50
H -1.7891 0.6440 2.0159 0.04 -0.08 0.07
O -0.0681 1.2870 -1.1038 -0.25 0.23 0.28
H 0.3670 0.2596 3.4001 -0.02 -0.01 0.01
H -1.5623 2.3899 2.2116 0.04 0.03 0.07
C 2.2307 -1.4301 -1.0596 0.60 -0.21 0.15
N 0.3491 0.2718 -0.5307 0.91 -1.84 -2.77
N 1.3208 3.4468 0.5273 0.35 0.63 -0.14
C 0.9897 -1.1278 -1.6863 -1.56 1.68 1.53
N 0.5195 0.1405 0.7143 -0.23 0.71 0.04
H -0.1359 -2.5188 -0.5134 -0.02 0.04 0.01
C 0.8040 1.1399 2.9366 0.14 -0.25 -0.01
H -1.7066 1.7074 0.5915 0.01 -0.03 0.06
C -1.3192 1.5292 1.5938 -0.08 -0.03 -0.15
H 1.8810 0.9914 2.8632 -0.07 0.02 0.03
H 0.1545 -3.0227 -2.1776 0.05 -0.02 -0.09
C 0.8179 2.5058 0.9326 0.11 0.05 0.02
C -0.0824 -2.1691 -1.5418 -0.05 -0.17 0.05
H -1.0459 -1.7674 -1.8502 0.02 0.05 -0.04
N 3.2630 -1.6606 -0.6198 0.35 -0.10 0.06
H 0.6032 2.0150 3.5505 -0.04 0.07 -0.07
```
Forces are in eV/Å.

Properties
Electronic energy (Ha): -681.3384
Energy relative to the best compared isomer or geometry (same formula, charge and spin) (kJ/mol): 475.63
Kohn-Sham gap (eV): 8.4
Net charge: 0

Atom charges from the Mulliken analysis, given in e for atoms 1 to 5: 0.386 -0.771 -1.470 0.375 0.380